Record 1
Density functional theory data (ωB97M-V with the def2-TZVPD basis set) for a cluster of 10 separate species, C6H33NO10 in total in a non-equilibrium geometry.

Output
- LUMO (spin up / spin down) (eV) = 2.32 / 2.31
- gap between HOMO and LUMO (spin up / spin down) (eV) = 2.2946 / 9.0427
- HOMO level (spin up / spin down) (eV) = 0.024 / -6.730
- ⟨S²⟩ = 0.750
- electronic energy (eV) = -28719.0036

The geometry in ORCA input format:
```
! wB97M-V def2-TZVPD RIJCOSX def2/J DEFGRID3
* xyz -1 2
C -1.88 -1.39 -1.92
O -2.31 -0.05 -1.94
C -0.53 -1.49 -1.23
C -0.35 -2.52 -0.09
C -0.67 -1.96 1.28
C 0.46 -1.35 2.16
C 0.16 0.24 2.36
N 1.32 1.09 1.76
H -1.91 -1.74 -3.03
H -2.59 -2.14 -1.40
H -2.60 0.28 -1.08
H -0.17 -0.38 -0.95
H 0.39 -1.56 -1.82
H -0.89 -3.42 -0.46
H 0.64 -2.92 -0.01
H -1.09 -2.58 2.10
H -1.50 -1.14 1.22
H 1.42 -1.69 1.81
H 0.43 -1.86 3.20
H -0.76 0.55 1.75
H 0.11 0.53 3.44
H 1.34 0.80 0.69
H 2.11 0.66 2.24
H 2.31 -2.11 -1.08
H 3.51 -2.18 -0.09
O 2.54 -2.06 -0.09
H 2.73 3.63 0.71
H 1.65 4.40 0.40
O 2.43 4.14 0.02
H -2.59 2.21 2.68
H -2.80 1.81 1.13
O -2.22 2.09 1.86
H 2.19 0.06 -2.87
H 3.73 0.31 -2.97
O 3.08 -0.03 -2.38
H -0.54 0.65 -3.36
H 0.77 1.45 -3.44
O 0.34 0.63 -3.71
H 1.92 -3.53 2.56
H 1.60 -3.85 1.19
O 1.46 -4.22 2.04
H 0.24 2.65 1.34
H -0.80 3.88 1.19
O 0.10 3.50 0.77
H -4.67 0.50 0.07
H -3.94 -0.28 1.29
O -3.91 0.30 0.55
H -1.10 1.34 -1.64
H -0.72 2.10 -0.32
O -0.36 1.57 -1.13
*
```



Record 2
Density functional theory data (ωB97M-V with the def2-TZVPD basis set) for a cluster of 6 separate species, C43H46N4O13P in total in a non-equilibrium geometry.

Output
- LUMO (eV) = -3.99
- gap between HOMO and LUMO (eV) = 7.2762
- HOMO level (eV) = -11.265
- electronic energy (eV) = -87191.1756

The geometry in ORCA input format:
```
! wB97M-V def2-TZVPD RIJCOSX def2/J DEFGRID3
* xyz 1 1
C -0.54 -6.13 1.19
C 0.86 -6.51 0.76
O 1.23 -7.64 0.60
O 1.70 -5.44 0.61
C 1.38 -4.55 -0.46
C 1.40 -3.09 -0.02
C 0.07 -2.33 -0.27
C -0.33 -1.49 0.96
C -1.81 -1.05 0.92
N -2.65 -1.81 1.87
C -3.72 -1.14 2.45
N -3.52 -0.29 3.39
N -4.94 -1.51 1.94
C -4.73 -2.78 1.24
N -5.13 -2.62 -0.13
C -5.11 -3.63 -0.92
C -4.76 -3.44 -2.37
C -5.48 -5.04 -0.55
C -3.21 -3.10 1.48
P -3.06 -4.06 3.06
O -4.14 -3.73 4.02
H -1.11 -5.83 0.30
H -1.03 -6.95 1.70
H -0.47 -5.25 1.83
H 0.41 -4.78 -0.92
H 2.12 -4.72 -1.25
H 2.15 -2.59 -0.63
H 1.72 -2.98 1.02
H 0.21 -1.64 -1.10
H -0.73 -3.02 -0.53
H 0.28 -0.59 0.95
H -0.19 -2.05 1.88
H -1.84 -0.01 1.23
H -2.21 -1.14 -0.10
H -2.56 -0.17 3.74
H -4.25 0.23 3.85
H -5.21 -0.76 1.30
H -5.27 -3.58 1.76
H -5.66 -3.65 -2.97
H -4.04 -4.19 -2.67
H -4.43 -2.43 -2.57
H -4.77 -5.77 -0.93
H -5.66 -5.16 0.52
H -6.42 -5.22 -1.09
H -2.76 -3.62 0.64
H -1.77 -3.71 3.51
H -3.00 -5.44 2.74
C -6.49 -6.49 -5.78
C -7.03 -5.78 -4.79
C -7.32 -6.40 -3.48
O -7.82 -5.75 -2.57
C -6.99 -7.83 -3.30
C -6.45 -8.54 -4.29
C -6.16 -7.93 -5.61
O -5.66 -8.57 -6.50
H -6.27 -6.06 -6.75
H -7.29 -4.73 -4.90
H -7.22 -8.26 -2.33
H -6.20 -9.59 -4.18
C 3.57 3.26 -0.40
C 3.37 2.02 -0.83
C 2.04 1.38 -0.77
O 1.86 0.24 -1.16
C 0.92 2.18 -0.21
C 1.10 3.42 0.21
C 2.45 4.06 0.15
O 2.62 5.20 0.54
H 4.53 3.75 -0.44
H 4.17 1.41 -1.24
H -0.05 1.70 -0.18
H 0.30 4.03 0.62
C 6.63 6.63 -3.07
C 6.16 7.64 -3.80
C 4.91 8.35 -3.41
O 4.48 9.27 -4.07
C 4.21 7.90 -2.18
C 4.69 6.89 -1.45
C 5.93 6.18 -1.85
O 6.35 5.25 -1.18
H 7.53 6.09 -3.33
H 6.65 7.98 -4.70
H 3.31 8.43 -1.92
H 4.20 6.54 -0.55
C -0.74 -0.57 8.72
C -1.01 -0.16 7.49
C -1.64 -1.08 6.51
O -1.89 -0.71 5.37
C -1.98 -2.45 6.95
C -1.71 -2.85 8.19
C -1.07 -1.95 9.17
O -0.83 -2.31 10.30
H -0.28 0.08 9.46
H -0.78 0.84 7.14
H -2.45 -3.09 6.21
H -1.94 -3.85 8.53
C 10.38 12.17 -3.14
C 10.11 10.92 -3.51
C 8.73 10.37 -3.43
O 8.49 9.23 -3.77
C 7.67 11.27 -2.91
C 7.94 12.51 -2.53
C 9.31 13.06 -2.62
O 9.56 14.20 -2.28
H 11.37 12.59 -3.19
H 10.87 10.25 -3.89
H 6.67 10.85 -2.86
H 7.18 13.18 -2.15
*
```



Record 3
Density functional theory data (ωB97M-V with the def2-TZVPD basis set) for a cluster of 3 separate species, C15H21N3O3S in total in a non-equilibrium geometry.

Output
- LUMO (eV) = 0.07
- gap between HOMO and LUMO (eV) = 8.0804
- HOMO level (eV) = -8.014
- electronic energy (eV) = -37322.5767

The geometry in ORCA input format:
```
! wB97M-V def2-TZVPD RIJCOSX def2/J DEFGRID3
* xyz 0 1
C 3.30 -2.33 -5.99
H 3.44 -2.18 -6.99
O 2.62 -1.20 -5.46
C 2.20 -1.04 -4.33
C 2.15 -2.04 -3.52
C 1.91 -1.81 -2.18
C 1.45 -0.48 -1.85
C 1.18 0.28 -2.75
C 1.68 0.07 -4.04
H 1.62 0.98 -4.75
H 0.94 1.17 -2.34
C 0.84 -0.58 -0.44
N 0.18 0.79 -0.21
N -0.08 0.96 1.25
C -0.38 0.13 2.21
O 0.14 -0.90 2.31
C -0.91 1.15 3.37
N -1.76 2.06 2.95
C -3.12 1.28 2.64
C -4.05 2.38 2.35
H -3.88 3.14 1.67
H -4.80 1.87 1.83
S -4.72 2.89 4.01
C -3.05 2.89 4.89
C -2.18 2.81 3.98
H -1.20 3.24 4.59
H -2.31 4.12 3.25
H -3.28 3.51 5.75
H -3.06 1.93 5.30
H -3.37 0.65 3.23
H -2.83 0.76 1.63
H -0.12 1.42 3.86
H -1.29 0.26 4.20
H -0.52 2.01 1.15
H 0.90 -1.22 0.22
O 1.98 -2.92 -0.96
C 2.31 -4.18 -1.43
H 3.71 -3.87 -1.62
H 1.92 -4.62 -2.18
H 2.55 -4.73 -0.46
H 2.81 -2.85 -3.61
H 4.45 -2.60 -5.47
H 2.61 -3.22 -6.07
*
```



Record 4
Density functional theory data (ωB97M-V with the def2-TZVPD basis set) for a structure of composition CH2N4P in a non-equilibrium geometry.

Output
- LUMO (eV) = 4.16
- gap between HOMO and LUMO (eV) = 9.2693
- HOMO level (eV) = -5.113
- electronic energy (eV) = -16316.6930

The geometry in ORCA input format:
```
! wB97M-V def2-TZVPD RIJCOSX def2/J DEFGRID3
* xyz -1 1
C 0.26 0.11 -0.20
N 0.98 1.06 0.20
N 0.86 -1.03 -0.40
N 2.15 0.46 0.46
N 2.06 -0.77 0.13
P -2.01 0.33 -0.61
H -2.01 0.73 0.67
H -2.30 -0.90 -0.25
*
```



Record 5
Density functional theory data (ωB97M-V with the def2-TZVPD basis set) for a cluster of 4 separate species, C21H42BN2O11PS3 in total in a non-equilibrium geometry.

Output
- LUMO (eV) = 0.39
- gap between HOMO and LUMO (eV) = 8.6011
- HOMO level (eV) = -8.213
- SMILES string = CP(C)[C@]1(B(N)O)C(=O)NC[C@H]1c1ccccc1.CCOS(C)(=O)=O.CCOS(C)(=O)=O.CCOS(C)(=O)=O
- electronic energy (eV) = -90433.7497

The geometry in ORCA input format:
```
! wB97M-V def2-TZVPD RIJCOSX def2/J DEFGRID3
* xyz 0 1
C -1.14 -3.62 -2.63
P -2.13 -2.08 -2.82
C -3.68 -2.60 -1.95
C -1.19 -0.89 -1.69
B 0.33 -1.20 -2.07
N 1.37 -1.45 -1.09
O 0.65 -1.22 -3.42
C -1.62 -1.02 -0.24
O -1.06 -1.56 0.69
N -2.83 -0.33 -0.13
C -3.01 0.50 -1.32
C -1.59 0.60 -1.90
C -0.73 1.56 -1.09
C -1.20 2.27 0.01
C -0.38 3.14 0.72
C 0.94 3.34 0.33
C 1.41 2.66 -0.79
C 0.59 1.79 -1.49
H -0.76 -3.76 -1.61
H -0.33 -3.63 -3.35
H -1.81 -4.45 -2.86
H -3.92 -3.61 -2.28
H -3.56 -2.63 -0.87
H -4.51 -1.95 -2.22
H 2.24 -1.09 -1.48
H 1.18 -0.85 -0.29
H 1.42 -0.69 -3.63
H -2.96 0.16 0.75
H -3.45 1.48 -1.12
H -3.66 0.03 -2.06
H -1.59 0.95 -2.93
H -2.21 2.16 0.37
H -0.77 3.67 1.57
H 1.59 4.00 0.89
H 2.44 2.83 -1.10
H 0.99 1.28 -2.35
O 4.70 4.42 -1.15
S 5.00 4.59 -2.54
O 5.11 3.44 -3.39
O 6.28 5.50 -2.70
C 7.49 5.09 -2.00
C 8.17 3.90 -2.65
C 3.84 5.70 -3.26
H 7.24 4.89 -0.96
H 8.13 5.96 -2.03
H 7.57 3.00 -2.59
H 9.12 3.71 -2.15
H 8.36 4.10 -3.71
H 3.77 6.59 -2.63
H 2.89 5.18 -3.31
H 4.18 5.96 -4.26
O -4.00 2.09 2.35
S -5.41 2.09 2.61
O -5.96 3.05 3.53
O -5.85 0.63 3.03
C -5.14 0.00 4.13
C -5.52 0.57 5.48
C -6.31 2.17 1.10
H -4.07 0.07 3.95
H -5.42 -1.05 4.06
H -5.21 1.60 5.59
H -5.04 -0.02 6.27
H -6.60 0.53 5.62
H -5.90 1.43 0.41
H -6.17 3.17 0.70
H -7.36 1.98 1.31
O 1.57 -6.25 0.37
S 1.87 -5.16 1.25
O 3.23 -4.79 1.47
O 1.18 -5.46 2.66
C 1.47 -6.73 3.28
C 2.85 -6.80 3.89
C 0.94 -3.74 0.81
H 1.31 -7.53 2.56
H 0.71 -6.83 4.06
H 3.62 -6.75 3.12
H 2.97 -7.73 4.43
H 3.02 -5.96 4.57
H -0.10 -4.03 0.68
H 1.36 -3.35 -0.12
H 1.03 -3.00 1.60
*
```



Record 6
Density functional theory data (ωB97M-V with the def2-TZVPD basis set) for the ion C5H16NOSi with charge +1 in a non-equilibrium geometry.

Output
- LUMO (eV) = -2.84
- gap between HOMO and LUMO (eV) = 11.7903
- HOMO level (eV) = -14.629
- SMILES string = CC[NH2+]C[Si](C)(C)O
- electronic energy (eV) = -16853.9307

The geometry in ORCA input format:
```
! wB97M-V def2-TZVPD RIJCOSX def2/J DEFGRID3
* xyz 1 1
C -3.59 0.30 0.51
C 2.97 -1.36 -0.02
C 2.11 1.74 -0.54
C -2.49 -0.47 -0.28
C 0.04 -0.55 -0.77
N -1.13 0.03 0.09
O 1.03 0.25 1.58
Si 1.69 0.02 0.09
H -3.93 -0.23 1.45
H -3.27 1.27 0.72
H -4.36 0.52 -0.08
H 2.66 -2.40 0.14
H 3.53 -1.35 -0.89
H 3.85 -1.28 0.65
H 1.22 2.47 -0.35
H 3.09 2.08 -0.31
H 2.20 1.92 -1.69
H -2.42 -0.50 -1.38
H -2.41 -1.48 -0.09
H -0.02 -0.24 -1.75
H -0.12 -1.65 -0.53
H -0.71 -0.05 0.97
H -1.31 1.05 0.07
H 1.37 -0.09 2.40
*
```



The highest electronic energy belongs to which entry?
CH2N4P



Repeat the fifth record exactly.
Density functional theory data (ωB97M-V with the def2-TZVPD basis set) for a cluster of 4 separate species, C21H42BN2O11PS3 in total in a non-equilibrium geometry.

Output
- LUMO (eV) = 0.39
- gap between HOMO and LUMO (eV) = 8.6011
- HOMO level (eV) = -8.213
- SMILES string = CP(C)[C@]1(B(N)O)C(=O)NC[C@H]1c1ccccc1.CCOS(C)(=O)=O.CCOS(C)(=O)=O.CCOS(C)(=O)=O
- electronic energy (eV) = -90433.7497

The geometry in ORCA input format:
```
! wB97M-V def2-TZVPD RIJCOSX def2/J DEFGRID3
* xyz 0 1
C -1.14 -3.62 -2.63
P -2.13 -2.08 -2.82
C -3.68 -2.60 -1.95
C -1.19 -0.89 -1.69
B 0.33 -1.20 -2.07
N 1.37 -1.45 -1.09
O 0.65 -1.22 -3.42
C -1.62 -1.02 -0.24
O -1.06 -1.56 0.69
N -2.83 -0.33 -0.13
C -3.01 0.50 -1.32
C -1.59 0.60 -1.90
C -0.73 1.56 -1.09
C -1.20 2.27 0.01
C -0.38 3.14 0.72
C 0.94 3.34 0.33
C 1.41 2.66 -0.79
C 0.59 1.79 -1.49
H -0.76 -3.76 -1.61
H -0.33 -3.63 -3.35
H -1.81 -4.45 -2.86
H -3.92 -3.61 -2.28
H -3.56 -2.63 -0.87
H -4.51 -1.95 -2.22
H 2.24 -1.09 -1.48
H 1.18 -0.85 -0.29
H 1.42 -0.69 -3.63
H -2.96 0.16 0.75
H -3.45 1.48 -1.12
H -3.66 0.03 -2.06
H -1.59 0.95 -2.93
H -2.21 2.16 0.37
H -0.77 3.67 1.57
H 1.59 4.00 0.89
H 2.44 2.83 -1.10
H 0.99 1.28 -2.35
O 4.70 4.42 -1.15
S 5.00 4.59 -2.54
O 5.11 3.44 -3.39
O 6.28 5.50 -2.70
C 7.49 5.09 -2.00
C 8.17 3.90 -2.65
C 3.84 5.70 -3.26
H 7.24 4.89 -0.96
H 8.13 5.96 -2.03
H 7.57 3.00 -2.59
H 9.12 3.71 -2.15
H 8.36 4.10 -3.71
H 3.77 6.59 -2.63
H 2.89 5.18 -3.31
H 4.18 5.96 -4.26
O -4.00 2.09 2.35
S -5.41 2.09 2.61
O -5.96 3.05 3.53
O -5.85 0.63 3.03
C -5.14 0.00 4.13
C -5.52 0.57 5.48
C -6.31 2.17 1.10
H -4.07 0.07 3.95
H -5.42 -1.05 4.06
H -5.21 1.60 5.59
H -5.04 -0.02 6.27
H -6.60 0.53 5.62
H -5.90 1.43 0.41
H -6.17 3.17 0.70
H -7.36 1.98 1.31
O 1.57 -6.25 0.37
S 1.87 -5.16 1.25
O 3.23 -4.79 1.47
O 1.18 -5.46 2.66
C 1.47 -6.73 3.28
C 2.85 -6.80 3.89
C 0.94 -3.74 0.81
H 1.31 -7.53 2.56
H 0.71 -6.83 4.06
H 3.62 -6.75 3.12
H 2.97 -7.73 4.43
H 3.02 -5.96 4.57
H -0.10 -4.03 0.68
H 1.36 -3.35 -0.12
H 1.03 -3.00 1.60
*
```



Number 5 is which compound?
C21H42BN2O11PS3



Copy entry 5 word for word.
Density functional theory data (ωB97M-V with the def2-TZVPD basis set) for a cluster of 4 separate species, C21H42BN2O11PS3 in total in a non-equilibrium geometry.

Output
- LUMO (eV) = 0.39
- gap between HOMO and LUMO (eV) = 8.6011
- HOMO level (eV) = -8.213
- SMILES string = CP(C)[C@]1(B(N)O)C(=O)NC[C@H]1c1ccccc1.CCOS(C)(=O)=O.CCOS(C)(=O)=O.CCOS(C)(=O)=O
- electronic energy (eV) = -90433.7497

The geometry in ORCA input format:
```
! wB97M-V def2-TZVPD RIJCOSX def2/J DEFGRID3
* xyz 0 1
C -1.14 -3.62 -2.63
P -2.13 -2.08 -2.82
C -3.68 -2.60 -1.95
C -1.19 -0.89 -1.69
B 0.33 -1.20 -2.07
N 1.37 -1.45 -1.09
O 0.65 -1.22 -3.42
C -1.62 -1.02 -0.24
O -1.06 -1.56 0.69
N -2.83 -0.33 -0.13
C -3.01 0.50 -1.32
C -1.59 0.60 -1.90
C -0.73 1.56 -1.09
C -1.20 2.27 0.01
C -0.38 3.14 0.72
C 0.94 3.34 0.33
C 1.41 2.66 -0.79
C 0.59 1.79 -1.49
H -0.76 -3.76 -1.61
H -0.33 -3.63 -3.35
H -1.81 -4.45 -2.86
H -3.92 -3.61 -2.28
H -3.56 -2.63 -0.87
H -4.51 -1.95 -2.22
H 2.24 -1.09 -1.48
H 1.18 -0.85 -0.29
H 1.42 -0.69 -3.63
H -2.96 0.16 0.75
H -3.45 1.48 -1.12
H -3.66 0.03 -2.06
H -1.59 0.95 -2.93
H -2.21 2.16 0.37
H -0.77 3.67 1.57
H 1.59 4.00 0.89
H 2.44 2.83 -1.10
H 0.99 1.28 -2.35
O 4.70 4.42 -1.15
S 5.00 4.59 -2.54
O 5.11 3.44 -3.39
O 6.28 5.50 -2.70
C 7.49 5.09 -2.00
C 8.17 3.90 -2.65
C 3.84 5.70 -3.26
H 7.24 4.89 -0.96
H 8.13 5.96 -2.03
H 7.57 3.00 -2.59
H 9.12 3.71 -2.15
H 8.36 4.10 -3.71
H 3.77 6.59 -2.63
H 2.89 5.18 -3.31
H 4.18 5.96 -4.26
O -4.00 2.09 2.35
S -5.41 2.09 2.61
O -5.96 3.05 3.53
O -5.85 0.63 3.03
C -5.14 0.00 4.13
C -5.52 0.57 5.48
C -6.31 2.17 1.10
H -4.07 0.07 3.95
H -5.42 -1.05 4.06
H -5.21 1.60 5.59
H -5.04 -0.02 6.27
H -6.60 0.53 5.62
H -5.90 1.43 0.41
H -6.17 3.17 0.70
H -7.36 1.98 1.31
O 1.57 -6.25 0.37
S 1.87 -5.16 1.25
O 3.23 -4.79 1.47
O 1.18 -5.46 2.66
C 1.47 -6.73 3.28
C 2.85 -6.80 3.89
C 0.94 -3.74 0.81
H 1.31 -7.53 2.56
H 0.71 -6.83 4.06
H 3.62 -6.75 3.12
H 2.97 -7.73 4.43
H 3.02 -5.96 4.57
H -0.10 -4.03 0.68
H 1.36 -3.35 -0.12
H 1.03 -3.00 1.60
*
```